C40H33ClF10N3O3RuSTe as an isolated structure at a distorted geometry. Source: the OMol25 dataset; level of theory: the ωB97M-V functional and the def2-TZVPD basis.

Properties
Energy relative to the best compared isomer or geometry (same formula, charge and spin) in kcal per mole: 0.0

```
! wB97M-V def2-TZVPD RIJCOSX def2/J DEFGRID3
* xyz 0 6
Ru -0.0890 0.2397 1.8310
C -0.7613 2.0955 4.0814
N -1.4496 1.4673 2.9445
C -2.4667 0.5534 3.5347
C -1.7729 -0.6427 4.1752
N -0.5549 -0.9196 3.4554
C 0.2230 -1.9967 3.8472
C 0.5487 -2.3251 5.1923
F 0.3847 -1.3451 6.1596
C 1.2750 -3.4728 5.5471
F 1.3829 -3.8783 6.8773
C 1.8014 -4.3439 4.5332
F 2.4664 -5.4079 4.9990
C 1.6360 -3.9871 3.1907
F 2.0840 -4.7750 2.2155
C 0.8089 -2.9040 2.9424
F 0.7401 -2.6211 1.5995
C -2.1115 2.5170 2.0895
C -1.1960 2.9683 0.9445
N -0.2448 1.9003 0.5753
C 0.8913 2.2707 -0.0448
C 2.0005 2.8986 0.6004
F 1.9648 3.3020 1.8874
C 3.2036 3.0500 -0.0088
F 4.2371 3.7993 0.5973
C 3.4769 2.5077 -1.2361
F 4.6851 2.6956 -1.8335
C 2.4652 1.8639 -1.9473
F 2.6439 1.4707 -3.2248
C 1.1324 1.9057 -1.4019
F 0.0997 1.4663 -2.1366
H -1.4859 2.4281 4.8779
H -0.1619 2.9231 3.6843
H -0.0202 1.3591 4.4653
H -3.1237 0.2437 2.7245
H -3.0977 1.0732 4.2811
H -2.4476 -1.5371 4.2542
H -1.5443 -0.3558 5.2264
H -2.3568 3.3975 2.7285
H -3.1040 2.1937 1.6989
H -0.6839 3.8921 1.2142
H -1.8492 3.0899 0.0507
Cl 7.1577 -1.0857 2.1329
C 5.5748 -0.5858 2.1617
C 5.2461 0.4691 3.0591
C 3.9330 0.9003 3.1819
C 2.9469 0.2715 2.4660
O 1.6939 0.5790 2.7645
C 3.3177 -0.6898 1.3726
C 2.4121 -0.9468 0.2988
O 1.2644 -0.4237 0.1121
C 4.6465 -1.1896 1.3289
H 6.0019 0.7875 3.7755
H 3.6707 1.7532 3.7822
H 2.7570 -1.7699 -0.3957
H 4.9978 -1.9621 0.6376
Te -1.7772 -0.6316 0.3135
C -2.7582 -2.6103 0.2235
C -2.3448 -3.6362 1.1065
C -2.8717 -4.8616 0.9564
C -3.8456 -5.1296 -0.0443
C -4.3178 -4.1273 -0.8700
C -3.7320 -2.8234 -0.7850
C -3.2784 0.6484 -0.7175
C -4.4394 1.1170 -0.0960
C -5.2920 2.0872 -0.7207
C -4.9223 2.6296 -1.9274
C -3.6460 2.3188 -2.4603
C -2.9644 1.1709 -1.9602
H -1.6748 -3.4430 1.9287
H -2.5296 -5.6978 1.5986
H -4.3543 -6.1116 -0.0613
H -5.1070 -4.3342 -1.5441
H -4.0385 -1.9923 -1.4143
H -4.7111 0.6821 0.8860
H -6.2870 2.3274 -0.3505
H -5.4211 3.3584 -2.5055
H -3.2298 2.9133 -3.2513
H -2.1020 0.7638 -2.5689
O 1.7509 -1.9742 -8.5167
S 1.5693 -0.8748 -7.4981
C 0.0833 0.1895 -7.8466
C 0.5870 1.6487 -7.6699
C 2.1431 1.7596 -7.6977
C 2.8033 0.3988 -7.8693
H -0.7555 -0.1544 -7.2160
H -0.0561 -0.0001 -8.9226
H 0.2211 1.9247 -6.6976
H 0.0845 2.2319 -8.4557
H 2.4759 2.1668 -6.7241
H 2.4307 2.4893 -8.4643
H 3.7264 0.2956 -7.2056
H 3.3307 0.1131 -8.8221
*
```

Mulliken population analysis, charges in e, atoms 1 to 8: number 1, Ru, carries -0.75; number 2, C, carries -1.24; number 3, N, carries 1.06; number 4, C, carries -0.58; number 5, C, carries -1.06; number 6, N, carries 1.79; number 7, C, carries -0.66; number 8, C, carries 0.41